Record 1
{"formula": "C5H15NO", "method": "the ωB97M-V functional and the def2-TZVPD basis", "de_lowest_kj_mol": 238.3, "e_homo_ev": -8.73, "smiles": "CCCNCC.O", "homo_lumo_gap_ev": 9.283, "elements": ["O", "N", "C", "C", "C", "C", "C", "H", "H", "H", "H", "H", "H", "H", "H", "H", "H", "H", "H", "H", "H", "H"], "positions_angstrom": [[3.2548, 3.5503, 3.9616], [-1.0171, -0.3220, 0.1168], [-0.3646, -1.6671, -0.2081], [-3.2213, 0.5466, -0.7058], [1.0957, -1.8106, -0.0517], [1.9549, -0.8217, -0.8512], [-1.6804, 0.5041, -0.9070], [1.3868, -2.7903, -0.2231], [-1.6893, -0.1660, -1.8139], [-3.6180, 0.3639, 0.2949], [-3.6573, 1.4864, -0.9897], [-0.9800, -2.4124, 0.2140], [-0.9947, 1.4313, -1.2309], [1.2850, -1.6231, 1.0231], [1.4609, 0.2184, -0.8142], [-0.2507, 0.2946, 0.4446], [-0.4035, -1.6377, -1.2956], [2.8311, 4.1899, 3.3086], [3.2700, 2.6568, 3.5123], [-3.6849, -0.2330, -1.3426], [3.0005, -0.8091, -0.5590], [2.0220, -0.9492, -1.8831]]}

=====

Record 2
{"formula": "C6H7N3O", "method": "the ωB97M-V functional and the def2-TZVPD basis", "de_lowest_kj_mol": 590.9, "e_homo_ev": [-8.58, -8.58], "homo_lumo_gap_ev": [8.113, 8.113], "elements": ["O", "N", "N", "N", "C", "C", "C", "C", "C", "C", "H", "H", "H", "H", "H", "H", "H"], "positions_angstrom": [[-1.3941, -2.7726, 0.0878], [1.9835, -1.7264, -0.1751], [0.7917, 0.1637, 0.1016], [-1.2001, -1.5854, -0.1073], [2.1162, 0.5116, 0.0979], [2.8447, -0.6087, -0.0723], [0.8196, -1.2120, -0.0243], [-1.7292, 0.7779, -0.1315], [-2.1741, -0.6542, -0.1912], [-0.2593, 1.1037, 0.2567], [-0.0020, 2.0202, -0.2743], [-2.4436, 1.2237, 0.5319], [3.8321, -0.6034, -0.3363], [-0.1652, 1.4197, 1.4045], [-2.0057, 1.3963, -1.1495], [2.2863, 1.5220, 0.2292], [-3.3008, -0.9762, -0.2479]]}

=====

Record 3
{"formula": "C2H5O2", "method": "the ωB97M-V functional and the def2-TZVPD basis", "de_lowest_kj_mol": 181.5, "e_homo_ev": [-8.04, -11.27], "spin_multiplicity": 2, "homo_lumo_gap_ev": [8.911, 11.577], "elements": ["O", "O", "C", "C", "H", "H", "H", "H", "H"], "positions_angstrom": [[0.2825, -0.8845, 1.4153], [-0.9165, -0.9248, -1.9001], [-0.1248, 0.6548, 1.2275], [0.7663, -0.0768, 0.4312], [1.8070, -0.0114, -0.0362], [0.2864, 1.3878, 1.9202], [-0.2093, -0.7251, -1.3110], [-0.7585, -0.2461, -2.5753], [-1.1330, 0.8261, 0.8284]]}

=====

Record 4
{"formula": "C29H28F31NO10S", "method": "the ωB97M-V functional and the def2-TZVPD basis", "de_lowest_kj_mol": 42.4, "e_homo_ev": -10.57, "smiles": "C=C[C@@]1(OC#N)[C@@H](C(F)(F)C(F)(F)C(F)(F)F)[C@H](COO)[C@@H](CCCO)OS1(=O)=O.FC(F)C(F)(F)COC(F)(F)C(F)F.FC(F)C(F)(F)COC(F)(F)C(F)F.FC(F)C(F)(F)COC(F)(F)C(F)F", "homo_lumo_gap_ev": 10.529, "elements": ["S", "F", "F", "F", "F", "F", "F", "F", "F", "F", "F", "F", "F", "F", "F", "F", "F", "F", "F", "F", "F", "F", "F", "F", "F", "F", "F", "F", "F", "F", "F", "F", "O", "O", "O", "O", "O", "O", "O", "O", "O", "O", "N", "C", "C", "C", "C", "C", "C", "C", "C", "C", "C", "C", "C", "C", "C", "C", "C", "C", "C", "C", "C", "C", "C", "C", "C", "C", "C", "C", "C", "C", "H", "H", "H", "H", "H", "H", "H", "H", "H", "H", "H", "H", "H", "H", "H", "H", "H", "H", "H", "H", "H", "H", "H", "H", "H", "H", "H", "H"], "positions_angstrom": [[0.1128, -4.5306, 4.5367], [0.4376, 11.4220, -0.5292], [-0.8351, -3.0010, 1.9609], [-3.6369, 0.5548, -3.8690], [3.6715, 5.1189, 1.5941], [-3.1210, -4.3401, 2.7770], [-1.5740, 8.7527, -3.8837], [-3.4585, -3.9444, -0.6654], [2.2490, 5.9654, -0.5935], [-1.2715, 7.9224, -1.3570], [-1.1785, 10.4824, -2.6125], [3.6666, 3.0811, 0.7948], [0.8621, 11.0169, 1.5575], [-3.3928, -0.3558, -6.6149], [-3.0317, -2.2588, 0.6507], [-1.3335, -0.7108, -4.7618], [-2.1638, 10.2402, -0.0130], [2.4787, 1.2407, -0.9620], [-1.6215, 12.0648, 1.0673], [-4.2345, 1.6313, -6.2523], [-5.7726, 0.5957, -4.2368], [1.1927, 4.5960, 0.7119], [-0.3375, -2.6466, -4.9179], [-4.7360, -3.5377, 1.0242], [0.3517, 7.3319, -2.6965], [-2.9069, -2.9339, -5.6113], [0.4865, 0.7142, -1.6927], [-2.8777, -5.7317, 1.0689], [1.0047, -0.1158, 0.7885], [-0.9141, -4.1045, 0.0758], [1.2314, 1.9301, 1.5077], [-2.3792, -3.8902, -3.7191], [2.8028, -5.0756, -0.2063], [1.1707, -3.5854, 3.8329], [0.4706, 9.3096, 0.2499], [1.9701, 3.9113, -1.2827], [5.0576, -1.2333, 1.7474], [-1.1070, -3.8030, 4.6468], [0.9456, -6.8187, 3.2873], [3.8901, -5.8612, -0.6815], [-4.7568, -1.3354, -4.3634], [0.6783, -5.0854, 5.7198], [1.1378, -8.2755, 5.2424], [-0.1747, -5.8653, 3.3144], [-1.8672, -7.6788, 3.0757], [4.1827, -0.9807, 2.8301], [-2.6441, -4.4761, 1.5373], [-3.4613, -3.5194, 0.5960], [-1.4429, -6.5752, 3.6834], [-4.4464, 0.3049, -6.1022], [0.6656, 1.1775, 0.5481], [-0.1104, -5.2937, 1.8897], [2.0453, -4.2043, 2.8659], [3.1589, -3.2330, 2.4569], [0.8806, 8.8466, -1.0257], [2.8657, -1.7602, 2.7617], [2.1983, 4.6751, -0.1741], [-1.1163, -4.2208, 1.4404], [-1.2645, -1.9447, -4.2273], [-1.3387, 10.7516, 0.9191], [-3.8230, -2.0836, -3.6044], [-0.1947, 8.3887, -2.0244], [0.1290, 10.6101, 0.4967], [-4.6157, 0.0026, -4.6079], [1.0728, -7.5956, 4.3229], [-0.6355, 9.3619, -3.1221], [-2.6028, -2.6854, -4.3208], [3.5597, 4.3818, 0.4680], [1.1684, 1.5451, -0.8504], [2.2280, -5.7341, 0.9084], [0.9156, 2.9695, -1.3683], [1.3107, -4.7312, 1.6225], [3.9808, 0.0878, 2.9416], [-3.5329, -1.5624, -2.6914], [-1.5033, 10.2339, 1.8660], [1.2269, -3.8919, 0.9318], [-2.0270, -6.1511, 4.4892], [-0.4215, 1.2712, 0.6090], [1.5961, 9.5266, -1.4888], [4.7054, -1.2950, 3.7356], [1.6900, -6.6211, 0.5700], [-5.3492, 0.0158, -6.6435], [-0.2351, -6.1299, 1.2048], [-2.9090, -7.9596, 3.1363], [-0.9408, -1.8716, -3.1850], [1.4279, 7.9350, -0.7964], [3.2779, -3.3197, 1.3792], [0.2122, 9.6262, -3.7602], [0.7774, 2.8438, -2.4407], [4.5495, -1.3231, 0.9366], [-1.2164, -8.3537, 2.5319], [2.3827, -1.6117, 3.7231], [4.5836, -5.7355, -0.0153], [4.3624, 4.6454, -0.2235], [2.2712, -1.2975, 1.9745], [2.9988, -6.0808, 1.6030], [-0.0222, 3.3750, -0.9876], [4.1235, -3.5006, 2.8839], [-4.3995, -2.9494, -3.2833], [2.5202, -5.0462, 3.3698]]}

=====

Record 5
{"formula": "C20H18MgN6S", "method": "the ωB97M-V functional and the def2-TZVPD basis", "de_lowest_kj_mol": 0.0, "e_homo_ev": -4.56, "homo_lumo_gap_ev": 4.117, "elements": ["S", "Mg", "N", "N", "N", "N", "N", "N", "C", "C", "C", "C", "C", "C", "C", "C", "C", "C", "C", "C", "C", "C", "C", "C", "C", "C", "C", "C", "H", "H", "H", "H", "H", "H", "H", "H", "H", "H", "H", "H", "H", "H", "H", "H", "H", "H"], "positions_angstrom": [[2.2022, -3.0359, 4.2633], [0.1691, -0.3792, 0.6231], [1.0703, -1.7964, 2.3583], [-0.7927, 0.6272, -0.6483], [-1.7560, -4.0555, 1.6406], [1.7670, 0.9970, 1.0902], [-1.0627, -2.0964, 0.8737], [2.6206, 2.9057, 0.4237], [-2.6767, -3.6697, 0.6618], [3.6544, 2.0052, 0.4495], [1.3019, 2.6143, -2.9846], [-3.8282, -4.2702, 0.1577], [1.5154, 2.2597, 0.8122], [-1.2574, 2.6130, -1.9610], [-4.0323, -2.3181, -1.3018], [-2.2296, -2.4380, 0.1935], [0.8984, 1.5925, -2.1424], [2.0698, -1.7315, 3.1904], [0.8120, -3.7459, 3.5729], [2.6648, 4.2875, -0.0237], [-0.8409, 3.6269, -2.7929], [0.4567, 3.6703, -3.3182], [3.1143, 0.8240, 0.8560], [-2.8923, -1.7229, -0.8038], [-0.4055, 1.5361, -1.5273], [-0.8317, -3.0684, 1.7077], [-4.4877, -3.5654, -0.8289], [0.3413, -2.9502, 2.5812], [-4.5960, -1.8173, -2.0772], [2.7603, -0.9009, 3.1946], [-4.1885, -5.2263, 0.5116], [1.5843, 0.7661, -1.9588], [-2.4699, -0.7599, -1.1045], [3.6938, 4.5408, -0.2677], [2.0470, 4.3868, -0.9175], [-1.5476, 4.4083, -3.0560], [-1.7746, -4.8992, 2.1845], [0.4173, -4.6809, 3.9301], [2.3034, 2.5771, -3.4080], [3.5949, -0.1367, 0.9338], [4.6472, 2.2740, 0.1376], [2.3101, 4.9515, 0.7623], [0.5349, 2.7078, 0.8085], [-5.3895, -3.9856, -1.2550], [-2.2684, 2.6118, -1.5654], [0.7765, 4.4669, -3.9759]]}

=====

| no. | molecular weight (g mol⁻¹) |
| --- | --- |
| 1 | 105.18 |
| 2 | 137.14 |
| 3 | 61.06 |
| 4 | 1171.55 |
| 5 | 398.78 |